No. 1
A 2-piece molecular cluster, C4H6O2 overall in a non-equilibrium geometry, computed with ωB97M-V/def2-TZVPD.

Values from the calculation:
**Lowest unoccupied orbital energy**: 0.020 Ha
**Energy above the lowest of the compared OMol25 structures with the same formula, charge and spin**: 6.8485 eV
**Gap between HOMO and LUMO**: 9.78 eV
**HOMO level**: -0.3391 hartree
**Spin multiplicity**: 1

Each atom is followed by the atoms it is bonded to, with distances in Å.
Positions of all 12 atoms, in Å:
1 C -1.32 1.93 -0.98  C2 1.339, O5 1.382, H7 1.121
2 C -0.12 1.53 -0.57  C1 1.339, O5 1.633
3 C 0.78 -1.08 -0.02  C4 1.527, H8 1.148, H9 1.129, H10 1.145
4 C -0.59 -0.46 0.21  C3 1.527, O6 1.240, H11 1.143
5 O -1.26 2.24 0.36  C1 1.382, C2 1.633, H12 1.000
6 O -1.19 -0.06 1.22  C4 1.240
7 H -2.15 2.30 -1.65  C1 1.121
8 H 0.50 -2.19 0.10  C3 1.148
9 H 1.59 -0.59 0.60  C3 1.129
10 H 0.99 -0.94 -1.14  C3 1.145
11 H -1.08 -0.62 -0.81  C4 1.143
12 H -1.66 1.58 1.00  O5 1.000

No. 2
A 2-piece molecular cluster, C10H10N2O2 overall in a non-equilibrium geometry, computed with ωB97M-V/def2-TZVPD.

Values from the calculation:
**Lowest unoccupied orbital energy**: 0.017 Ha
**Energy above the lowest of the compared OMol25 structures with the same formula, charge and spin**: 3.5107 eV
**Gap between HOMO and LUMO**: 6.83 eV
**HOMO level**: -0.2342 hartree
**Spin multiplicity**: 1

Each atom is followed by the atoms it is bonded to, with distances in Å.
Positions of all 24 atoms, in Å:
1 C -3.35 -0.37 0.10  C2 1.400, C3 1.386, H15 1.092
2 C -2.77 -0.35 -1.18  C1 1.400, C4 1.436, H16 1.017
3 C -2.59 -0.13 1.23  C1 1.386, C5 1.429, H17 1.057
4 C -1.35 -0.20 -1.26  C2 1.436, C6 1.436, H18 1.071
5 C -1.21 0.22 1.14  C3 1.429, C6 1.391, H19 1.067
6 C -0.57 0.07 -0.09  C4 1.436, C5 1.391, C10 1.423
7 C 2.69 -0.87 -1.02  N11 1.324, N12 1.430, H20 1.013
8 C 1.05 2.37 0.07  O13 1.174, O14 1.174
9 C 1.68 -0.32 1.12  C10 1.581, N12 1.502, H21 1.131, H22 1.072
10 C 0.86 0.08 -0.16  C6 1.423, C9 1.581, N11 1.366
11 N 1.54 -0.29 -1.29  C7 1.324, C10 1.366, H23 0.996
12 N 2.79 -1.04 0.40  C7 1.430, C9 1.502, H24 0.963
13 O 1.48 2.75 -0.95  C8 1.174
14 O 0.62 2.44 1.16  C8 1.174
15 H -4.39 -0.69 0.19  C1 1.092
16 H -3.38 -0.33 -2.00  C2 1.017
17 H -2.98 -0.24 2.21  C3 1.057
18 H -0.84 -0.29 -2.20  C4 1.071
19 H -0.75 0.56 2.04  C5 1.067
20 H 3.38 -1.22 -1.68  C7 1.013
21 H 2.23 0.36 1.85  C9 1.131
22 H 1.15 -1.02 1.73  C9 1.072
23 H 1.33 0.19 -2.14  N11 0.996
24 H 3.41 -1.69 0.73  N12 0.963